1.
{"formula": "C31H21CoN9O7", "method": "ωB97M-V/def2-TZVPD", "spin_multiplicity": 5, "e_tot_ha": -3595.8371, "e_above_lowest_kj_mol": 0.0, "homo_ev": [-12.2, -12.2], "charge": 1, "symbols": ["H", "C", "N", "C", "H", "H", "H", "C", "O", "C", "H", "H", "H", "C", "H", "C", "H", "C", "H", "C", "N", "H", "C", "C", "N", "N", "C", "C", "O", "C", "H", "C", "C", "C", "C", "Co", "H", "O", "C", "C", "H", "C", "O", "C", "C", "H", "O", "O", "N", "O", "H", "N", "N", "N", "C", "C", "C", "H", "C", "C", "C", "H", "C", "H", "H", "N", "H", "C", "C"], "coordinates": [[3.23184, -3.08777, -2.03116], [-1.32314, 1.37235, -1.28106], [2.38768, -1.22883, 0.62699], [-2.86057, -6.79521, -2.73152], [-0.13520, -4.49882, -4.01296], [2.82754, 5.26755, 3.30195], [3.73128, -0.25388, 1.84742], [-2.47835, 3.26000, 0.28903], [4.84699, 6.02679, 0.09127], [-1.30520, -2.07876, 0.13272], [3.88644, 3.93407, -0.62840], [-2.89579, -5.67569, -0.91831], [-2.83555, -3.42835, -0.52493], [3.61543, -0.90451, 0.98954], [-1.03911, 0.68640, 3.58498], [2.00233, 3.39282, 2.65920], [5.72265, -1.12055, 0.58478], [2.23494, -2.02046, -0.44253], [1.11752, -4.03378, -2.06507], [-1.38471, -6.19503, -4.35341], [-0.04378, -1.67503, -0.01314], [-3.36495, 0.14643, 4.38681], [-3.88964, 4.13349, -1.60458], [-1.98483, -1.39725, 1.25468], [1.22547, 3.23188, 3.89171], [4.24175, 5.91766, 1.13332], [-2.87737, 3.18361, -1.04430], [-0.89595, -5.14361, -3.59132], [0.09994, 2.76422, 3.79537], [3.43204, 4.70021, 1.32013], [-0.98472, -6.38310, -5.34238], [4.71717, -1.38036, 0.28053], [-2.27331, 2.20770, -1.83076], [1.92504, 2.40399, 1.66122], [-1.80039, -3.13058, -0.61346], [0.53610, 0.18113, 0.74536], [-0.80628, 0.63646, -1.88424], [4.27355, 6.70396, 2.05575], [-2.44665, -5.76506, -1.89930], [2.54400, 1.67398, -0.73701], [-3.63821, -7.47658, -2.40834], [3.35441, 3.77751, 0.29975], [1.57253, 0.80184, -0.75864], [-1.53481, 2.38215, 0.77602], [-1.43557, -4.91427, -2.33057], [-4.75253, 4.21425, -0.94400], [3.34385, 1.81290, -1.63237], [1.28000, 1.27122, 1.94051], [-2.34548, -7.01195, -3.93657], [1.74420, 3.56596, 4.92826], [-2.89715, 4.00705, 0.95031], [-0.96639, 1.44364, 0.00628], [-1.20518, -0.54934, 1.93969], [4.57581, -2.15243, -0.78525], [0.40443, -3.44613, -1.50507], [2.59318, 2.62617, 0.44945], [-3.27883, -1.64896, 1.68677], [-3.45380, 5.13007, -1.69494], [-1.68395, 0.00151, 3.04600], [-2.97493, -0.28920, 3.47620], [2.76311, 4.52851, 2.51628], [-3.93866, -2.31176, 1.14057], [0.83022, -2.38467, -0.72919], [-4.22932, 3.82152, -2.58961], [-1.19389, 2.43721, 1.80333], [-3.77111, -1.09526, 2.78780], [-2.52831, 2.10444, -2.87671], [-0.94664, -3.80329, -1.49106], [3.33881, -2.47015, -1.14778]], "forces_ev_per_a": [[0.0031, -0.0063, 0.0001], [0.0464, 0.0233, 0.0314], [-0.0603, -0.0484, 0.0903], [0.0804, 0.0785, -0.0081], [0.0173, 0.0113, 0.0689], [-0.0086, -0.0130, 0.0112], [-0.0230, 0.0006, 0.0039], [-0.0013, 0.0155, 0.0180], [-0.0835, 0.0338, -0.0829], [0.0998, -0.0769, -0.1305], [-0.0024, -0.0003, 0.0022], [0.0407, 0.0601, 0.0008], [0.0159, -0.0304, 0.0112], [0.0781, 0.0026, 0.0099], [0.0061, -0.0188, -0.0160], [-0.0829, -0.0478, -0.1403], [0.0169, -0.0116, -0.0136], [0.1488, 0.0236, -0.0001], [-0.0162, -0.0123, -0.0120], [-0.0204, 0.0357, 0.1074], [0.0857, 0.1362, -0.0356], [-0.0107, -0.0040, 0.0038], [-0.0061, 0.0017, 0.0007], [-0.1807, 0.1172, 0.2041], [0.0670, -0.2613, 0.1546], [0.2752, -0.0903, 0.1397], [0.0065, -0.0093, 0.0058], [0.0244, 0.0545, -0.1365], [-0.0272, 0.1080, -0.0606], [-0.0886, -0.0064, -0.0334], [-0.0029, -0.0072, -0.0076], [-0.0823, -0.0188, -0.0237], [-0.0006, 0.0005, -0.0338], [-0.0085, 0.1527, 0.1404], [-0.1138, 0.0383, -0.0160], [-0.0189, -0.4470, -0.5157], [-0.0043, -0.0088, 0.0039], [-0.0994, 0.0550, -0.0163], [-0.0708, -0.0993, 0.0964], [-0.0704, 0.2368, -0.2091], [-0.0040, -0.0104, -0.0052], [0.0340, 0.0044, -0.0787], [-0.0801, 0.0987, 0.2285], [0.0286, 0.0090, -0.0310], [-0.0648, -0.1149, -0.1052], [0.0001, 0.0036, 0.0015], [0.0676, -0.1063, 0.0405], [0.1504, 0.1073, 0.1528], [-0.0421, -0.0745, -0.0632], [0.0172, 0.1151, -0.0039], [-0.0041, 0.0024, -0.0001], [-0.1450, -0.0154, -0.0376], [0.0494, 0.0164, 0.1676], [0.0988, 0.0116, 0.0137], [-0.0223, -0.0621, 0.0055], [-0.0147, -0.1687, 0.0556], [0.0532, -0.0371, -0.1211], [-0.0003, 0.0009, -0.0007], [0.0580, 0.0596, 0.0060], [-0.0453, -0.0581, -0.0800], [-0.0252, 0.0609, 0.0313], [0.0128, -0.0079, -0.0122], [-0.0525, 0.0186, 0.0709], [0.0007, -0.0010, -0.0023], [-0.0108, 0.0003, 0.0004], [-0.0285, 0.0647, 0.1108], [-0.0029, 0.0046, -0.0028], [0.1314, 0.1049, 0.0592], [-0.0880, 0.0059, -0.0133]], "mulliken_spin": [0.00, 0.00, 0.04, 0.00, 0.00, 0.00, 0.00, 0.00, 0.00, -0.01, 0.00, 0.00, 0.00, 0.00, 0.01, 0.04, 0.00, 0.03, 0.00, 0.00, 0.05, 0.00, 0.00, 0.03, 0.00, 0.00, 0.00, 0.00, 0.00, 0.02, 0.00, 0.00, 0.00, 0.00, 0.00, 3.18, 0.00, 0.00, 0.00, 0.02, 0.00, -0.01, 0.18, -0.01, 0.00, 0.00, 0.01, 0.31, 0.00, 0.00, 0.00, 0.08, 0.04, 0.00, -0.01, -0.02, 0.00, 0.00, 0.00, 0.00, -0.01, 0.00, 0.00, 0.00, 0.01, 0.00, 0.00, 0.00, 0.01]}

=====

2.
{"formula": "C31H22BN3O4S3SbTa", "method": "ωB97M-V/def2-TZVPD", "spin_multiplicity": 2, "e_tot_ha": -3176.8042, "e_above_lowest_kj_mol": 65.3, "homo_ev": [-3.2, -4.5], "charge": -1, "symbols": ["H", "H", "C", "C", "H", "H", "C", "Sb", "N", "H", "C", "C", "C", "C", "H", "H", "H", "S", "C", "H", "C", "H", "H", "C", "C", "C", "C", "O", "C", "Ta", "H", "C", "C", "C", "H", "H", "C", "C", "S", "C", "H", "H", "B", "C", "H", "C", "H", "C", "S", "H", "C", "H", "O", "H", "H", "N", "C", "O", "C", "N", "C", "C", "C", "C", "C", "O"], "coordinates": [[-2.20507, 3.45309, -1.81493], [5.26479, 1.68373, 3.21467], [-0.28570, -0.50092, 4.76164], [-4.04547, 2.44952, -2.30585], [6.30380, -0.21493, 1.99031], [-1.73561, -1.03576, -7.95264], [0.22744, 0.01768, -3.10495], [-0.26133, 4.24550, 0.76683], [1.67351, -0.02488, -1.46677], [-4.71373, -0.68376, -1.24793], [-1.87445, 0.19316, -6.19872], [3.40444, 0.05055, 0.22483], [-4.74830, 1.26233, -2.14219], [-3.00325, -1.59139, 0.67608], [-1.76893, 1.25151, -4.32599], [-5.70380, 1.11502, -2.63035], [3.28441, -1.29652, -1.46848], [0.55495, 3.61333, -1.41951], [5.32827, 0.15374, 1.69776], [-4.08669, -1.59707, 0.62733], [2.81223, 1.09647, 0.96593], [-1.44471, -1.48662, 6.26969], [3.02227, 2.50761, 2.54391], [4.66644, -0.41612, 0.63351], [-0.88393, -0.50529, 0.13946], [0.96393, -0.32165, 4.17263], [4.74528, 1.21933, 2.38602], [1.57780, 1.48372, 0.64863], [3.49521, 1.68476, 2.02426], [0.18107, 1.31312, -0.52479], [-2.90794, -3.30199, 1.96439], [2.78086, -0.49471, -0.93693], [-1.33188, -0.82600, -6.96974], [0.24491, -1.31313, -5.21915], [5.11701, -1.23321, 0.08065], [-2.69576, 0.78521, -6.58310], [-0.24870, -1.50632, 0.88167], [-2.28219, -0.59012, 0.02607], [1.53251, 4.81293, 2.01970], [-2.95595, 0.45071, -0.76345], [1.07046, -1.88232, -4.81365], [2.76409, -2.38268, 6.09306], [-0.50751, 0.89508, 3.06346], [1.90826, -1.84340, 5.70682], [-4.43668, 3.25794, -2.90726], [-0.27143, -1.57541, -6.47580], [0.83481, -1.49262, 0.97137], [-2.81326, 2.56365, -1.69090], [-1.28146, 1.91547, 1.84777], [0.56659, -2.70778, 7.13045], [0.66255, -2.02608, 6.29462], [-0.43534, -3.24383, 2.12972], [-1.20480, 0.26640, 4.10757], [0.15628, -2.36626, -7.07967], [3.04780, -0.83302, 4.15312], [-2.28347, 1.59980, -0.94426], [-0.46601, -1.35339, 5.82789], [-0.39421, 0.88687, -2.37063], [-0.95866, -2.50613, 1.53168], [1.31994, -0.54253, -2.67724], [-2.34515, -2.53977, 1.43936], [-0.29843, -0.29242, -4.43985], [-4.20127, 0.26084, -1.36571], [-1.36204, 0.45868, -4.94037], [2.08503, -0.97987, 4.62615], [0.84619, 0.56020, 3.14178]], "forces_ev_per_a": [[0.0476, -0.0535, 0.0123], [0.0083, 0.0010, -0.0083], [0.2229, -0.0364, -0.0243], [-0.1027, -0.1316, 0.0576], [-0.0144, -0.0070, -0.0076], [0.0168, -0.0009, -0.0020], [0.5878, -0.0686, 0.5303], [0.0408, 1.1452, 0.4943], [-0.4548, 0.7941, 0.8335], [0.0258, 0.0036, 0.0007], [-0.0004, -0.0430, -0.0923], [0.0068, 0.2829, 0.3661], [0.0686, 0.0591, 0.0153], [-0.0205, 0.1062, -0.0846], [-0.0218, -0.0040, -0.0048], [-0.0060, -0.0002, 0.0124], [-0.0396, 0.0121, -0.0550], [-0.2914, -0.1031, 0.1156], [0.0808, -0.0330, 0.0252], [0.0143, -0.0610, -0.0026], [0.4757, -0.3982, -0.1378], [0.0264, -0.0194, 0.0203], [-0.0553, -0.0071, -0.0278], [-0.0610, -0.0384, -0.0847], [-0.1151, -0.1243, 0.0021], [-0.1633, -0.0291, 0.1500], [-0.0828, -0.0150, -0.0568], [1.7805, -0.2295, 1.5834], [-0.1009, 0.1169, 0.1402], [-1.6958, -0.3163, -0.7206], [-0.0074, 0.0213, 0.0063], [-0.1532, -0.0860, -0.3091], [-0.0368, 0.0347, 0.0097], [0.0308, 0.0834, 0.1639], [0.0154, 0.0179, -0.0062], [-0.0054, -0.0052, 0.0126], [0.1025, -0.0248, -0.0282], [0.1554, -0.1708, 0.0754], [-0.1046, -0.0510, -0.1052], [-0.1575, 0.1120, -0.0972], [0.0001, -0.0226, -0.0456], [-0.0183, -0.0047, 0.0077], [0.4319, -0.0685, 0.1936], [0.0357, -0.0363, 0.0463], [0.0450, 0.0274, 0.0101], [0.0130, -0.0364, -0.0651], [-0.0094, -0.0109, 0.0676], [-0.0143, 0.2617, -0.0370], [-0.2760, 0.4409, -0.3462], [-0.0119, 0.0106, -0.0062], [0.0634, -0.0560, 0.0386], [0.0002, -0.0094, -0.0222], [-0.2238, -0.0575, 0.0291], [-0.0047, -0.0114, 0.0178], [-0.0140, 0.0185, -0.0005], [0.3619, -0.2500, 0.1611], [-0.1375, 0.1175, -0.0914], [-0.1398, -0.5378, -1.7424], [-0.0188, 0.0503, -0.0100], [0.0328, -0.3972, -0.6962], [-0.0243, -0.1098, 0.0338], [-0.3122, -0.0097, -0.3168], [-0.0536, 0.0030, 0.0426], [0.0922, -0.0247, 0.1635], [-0.0233, 0.0711, -0.1416], [0.1892, -0.0914, -0.0625]], "mulliken_spin": [0.00, 0.01, 0.00, 0.01, 0.00, 0.00, 0.01, 0.03, -0.03, 0.00, 0.00, -0.02, 0.00, -0.01, 0.00, 0.00, 0.00, 0.03, -0.04, 0.00, 0.07, 0.00, 0.00, 0.06, -0.11, 0.00, 0.08, -0.01, -0.04, 0.54, 0.00, 0.29, 0.01, 0.01, 0.00, 0.00, 0.06, 0.01, 0.01, 0.03, 0.00, 0.00, 0.01, 0.00, 0.00, -0.01, 0.03, 0.00, 0.01, 0.00, 0.00, 0.00, 0.00, 0.00, 0.00, 0.00, 0.00, -0.03, -0.02, -0.03, 0.02, 0.01, 0.00, 0.01, 0.00, 0.01]}